# 1
25
Properties=species:S:1:pos:R:3:mulliken_charge:R:1 method="wB97M-V/def2-TZVPD" e_tot_ev=-25931.6633 charge=0 relative_energy_kj_mol=649.5 max_force_ev_per_a=4.189
C 2.32 0.45 0.53 -0.4413
C 1.59 1.15 -0.60 -1.0439
C 2.34 -1.10 0.46 -0.5285
C 0.05 0.80 -0.49 -0.6528
C 1.13 -1.55 -0.42 -1.0638
C -0.05 -0.66 -0.29 1.1701
C -4.73 -0.13 0.30 -1.0246
N -2.52 -1.46 0.10 -0.5201
O -2.69 0.64 -1.31 -0.6662
O -2.49 0.96 1.10 -0.6787
O -1.08 -1.44 -0.10 -0.2418
S -2.99 0.09 0.01 1.2172
H 3.46 0.81 0.52 0.3096
H 1.90 0.92 1.53 0.2570
H 1.55 2.29 -0.56 0.3848
H 1.81 1.03 -1.65 0.4047
H 3.37 -1.33 0.21 0.3294
H 2.07 -1.63 1.51 0.2223
H -0.45 1.15 0.48 0.4825
H -0.46 1.04 -1.42 0.4063
H 1.62 -1.53 -1.34 0.3138
H 0.72 -2.62 -0.40 0.3569
H -5.30 0.83 -0.03 0.3019
H -5.03 -0.96 -0.18 0.4016
H -4.88 -0.43 1.40 0.3035

***

# 2
25
Properties=species:S:1:pos:R:3:mulliken_charge:R:1 method="wB97M-V/def2-TZVPD" e_tot_ev=-17143.9469 charge=0 relative_energy_kj_mol=551.2 max_force_ev_per_a=5.172
C -1.72 -0.61 0.42 -0.1886
C 1.63 2.02 0.16 -0.7844
C -0.01 0.24 -0.33 -0.7268
C 0.17 1.53 0.47 0.5497
C 2.28 -0.20 -0.55 0.5083
C 3.19 -1.34 -0.15 -1.2620
C -4.18 -0.70 0.13 -0.8053
N -2.77 -0.08 -0.08 0.4532
O -2.76 0.85 -0.88 -0.7394
O 2.64 0.96 0.17 -0.3916
O 0.97 -0.70 -0.03 -0.4215
O -0.81 2.49 0.20 -0.6039
H -1.52 -1.26 1.26 0.3766
H 1.56 2.60 -0.74 0.3485
H 2.14 2.73 0.84 0.3064
H -0.09 0.17 -1.37 0.5220
H 0.04 1.33 1.51 0.2365
H 2.25 0.06 -1.63 0.3119
H 2.55 -1.87 0.53 0.3370
H 4.17 -1.02 0.16 0.3493
H 3.15 -2.16 -0.93 0.3093
H -4.05 -1.55 0.71 0.3413
H -4.78 0.12 0.54 0.2916
H -4.59 -1.00 -0.94 0.2550
H -1.45 2.00 -0.36 0.4268

***

# 3
25
Properties=species:S:1:pos:R:3:mulliken_charge:R:1 method="wB97M-V/def2-TZVPD" e_tot_ev=-17146.0438 charge=0 relative_energy_kj_mol=348.9 max_force_ev_per_a=3.068
C 2.00 -1.26 -0.22 0.4024
C 3.08 0.93 -1.15 -1.0804
C -0.84 -1.13 1.41 -1.6966
C -2.73 -0.09 -0.06 -1.5797
C 2.46 0.06 -0.01 0.5444
C -1.23 -0.52 0.02 1.8417
C -0.33 0.69 -0.29 -0.3251
N 1.77 -2.38 -0.41 -0.6468
O 2.35 0.62 1.28 -0.5559
O -1.05 -1.44 -0.94 -0.6486
O -0.14 1.65 0.60 -0.3860
O -0.23 1.00 -1.57 -0.5295
H 3.62 1.73 -0.63 0.3016
H 2.21 1.27 -1.74 0.2312
H 3.80 0.45 -1.77 0.3551
H -1.44 -1.99 1.52 0.5121
H 0.19 -1.40 1.44 0.3726
H -1.02 -0.58 2.36 0.2605
H -3.24 -0.32 -0.98 0.3419
H -2.80 0.94 0.13 0.3699
H -3.30 -0.54 0.79 0.3480
H 1.58 0.18 1.73 0.3975
H -0.19 -1.85 -0.94 0.3746
H 0.01 2.52 0.29 0.3801
H -0.50 0.24 -2.06 0.4151

***

# 4
23
Properties=species:S:1:pos:R:3:mulliken_charge:R:1 method="wB97M-V/def2-TZVPD" e_tot_ev=-21837.6001 charge=0 relative_energy_kj_mol=464.3 max_force_ev_per_a=3.689
C 1.28 -0.50 0.92 -1.0861
C 0.63 0.43 1.59 0.9700
C 0.37 0.40 3.07 -1.2093
C 0.22 1.75 0.91 -1.0617
C -1.13 1.55 0.38 -0.3274
C -1.49 1.09 -0.87 -0.2694
N -0.54 0.75 -1.84 -0.2439
S -0.88 -0.08 -3.06 0.5433
C 0.61 -1.23 -3.31 -0.8780
O -2.19 -0.77 -3.19 -0.5983
H 1.47 -0.64 -0.09 0.2814
H 1.66 -1.36 1.49 0.2077
H 1.13 0.97 3.53 0.3237
H 0.64 -0.60 3.40 0.3774
H -0.74 0.73 3.30 0.2690
H 0.93 1.83 0.12 0.4502
H 0.12 2.49 1.61 0.3821
H -1.94 1.79 1.05 0.3241
H -2.49 0.89 -1.29 0.3981
H -0.56 0.81 -4.27 0.1740
H 1.34 -0.43 -3.57 0.3124
H 1.06 -1.67 -2.40 0.2725
H 0.72 -1.94 -4.11 0.3882

***

# 5
22
Properties=species:S:1:pos:R:3:mulliken_charge:R:1 method="wB97M-V/def2-TZVPD" e_tot_ev=-16835.4235 smiles="C1=N[C@@H]2CCCC[C@@H]2[SiH2]1" charge=0 relative_energy_kj_mol=323.3 max_force_ev_per_a=4.079
C 2.33 -1.21 -0.54 -0.2634
N 1.22 -1.76 -0.40 -0.5728
C 0.29 -1.02 0.57 0.3865
C -1.16 -1.41 0.54 -1.0864
C -1.84 -0.62 -0.61 -0.7743
C -1.54 0.88 -0.17 -0.7840
C -0.11 1.24 -0.37 -0.8050
C 0.72 0.42 0.59 -0.4563
Si 2.66 0.64 0.03 0.2310
H 2.99 -1.92 -1.12 0.4317
H 0.55 -1.39 1.61 0.1948
H -1.54 -1.18 1.55 0.3671
H -1.15 -2.46 0.41 0.4559
H -2.82 -0.92 -0.67 0.4076
H -1.28 -0.94 -1.47 0.3711
H -2.15 1.56 -0.73 0.3724
H -1.87 1.00 0.90 0.2930
H 0.15 1.13 -1.41 0.3880
H 0.09 2.30 -0.20 0.4066
H 0.56 0.70 1.56 0.6324
H 3.70 0.87 1.01 -0.1259
H 2.53 1.63 -1.10 -0.0700

***

# 6
22
Properties=species:S:1:pos:R:3:mulliken_charge:R:1 method="wB97M-V/def2-TZVPD" e_tot_ev=-16831.6861 charge=0 relative_energy_kj_mol=683.9 max_force_ev_per_a=3.420
C 0.77 2.41 -0.16 -0.3654
C 1.89 -0.21 -0.09 -0.4385
C 1.16 -1.33 -0.75 -0.8601
C 1.15 0.16 1.21 -1.0912
C -0.38 -1.06 -0.91 -0.8807
C -0.29 0.66 0.96 0.2234
C -1.14 -0.56 0.45 -0.4530
N -0.30 1.88 0.20 -0.2785
Si -3.02 -0.09 0.03 0.0489
H 0.67 3.18 -1.03 0.2394
H 2.91 -0.34 0.18 0.3902
H 1.95 0.69 -0.83 0.2474
H 1.57 -1.47 -1.74 0.3660
H 1.33 -2.25 -0.26 0.3955
H 1.12 -0.88 1.75 0.3384
H 1.54 1.05 1.64 0.5225
H -0.42 -0.17 -1.60 0.3009
H -0.99 -1.84 -1.31 0.4853
H -0.79 0.82 1.95 0.4018
H -1.18 -1.22 1.29 0.5383
H -3.45 -0.41 -1.34 -0.0695
H -4.09 0.97 0.36 -0.0611

***

# 7
24
Properties=species:S:1:pos:R:3:mulliken_charge:R:1 method="wB97M-V/def2-TZVPD" e_tot_ev=-30276.1066 charge=-1 relative_energy_kj_mol=159.5 max_force_ev_per_a=4.073
C 1.93 -2.31 0.77 -0.5641
C 2.04 -1.29 -0.11 -0.1327
C -3.16 -0.96 0.05 0.6403
C 2.63 1.58 -0.47 -1.2382
C 0.10 0.84 1.45 -0.7075
C 0.07 0.27 -1.65 -0.7660
C -3.13 0.28 -0.76 -0.6154
O -3.04 -0.71 1.42 -0.5172
O -3.29 -2.08 -0.35 -0.6632
Si 1.11 0.31 -0.19 0.4806
S -3.00 1.81 -0.08 -0.4691
H 2.46 -3.29 0.57 0.2273
H 1.38 -2.37 1.83 0.1565
H 2.54 -1.49 -1.12 0.1765
H 2.16 2.51 -0.67 0.3432
H 3.42 1.51 0.27 0.2928
H 3.00 1.43 -1.48 0.3630
H -0.94 0.97 1.09 -0.1657
H 0.29 0.06 2.25 0.2722
H 0.53 1.74 1.76 0.4153
H -0.03 -0.32 -2.49 0.4450
H -0.77 1.06 -1.72 0.2312
H -3.31 0.12 -1.75 0.5000
H -2.99 0.33 1.38 0.2951

***

# 8
24
Properties=species:S:1:pos:R:3:mulliken_charge:R:1 method="wB97M-V/def2-TZVPD" e_tot_ev=-22894.2018 charge=0 relative_energy_kj_mol=609.8 max_force_ev_per_a=4.670
C -0.01 -2.27 -0.92 -0.3395
C 3.55 -0.61 0.68 -0.0356
C -0.22 -0.85 -1.12 0.0261
C 3.47 -0.30 -0.74 -0.2549
C -2.62 0.21 0.94 -1.3519
C -1.78 2.32 -0.26 -1.2667
C -1.49 1.20 0.77 0.2767
O 0.56 -0.49 1.48 -0.5917
O 0.96 -1.45 -1.55 -0.4173
O 4.13 0.53 0.04 -0.3478
P 0.21 0.29 0.32 0.2498
H 0.32 -2.58 0.02 0.2663
H -0.41 -3.15 -1.59 0.1899
H 2.67 -0.45 1.32 0.1646
H 4.20 -1.37 1.08 0.2308
H -0.96 -0.45 -1.82 0.3405
H 2.78 -0.12 -1.58 0.3894
H -3.14 -0.01 0.05 0.3391
H -2.05 -0.70 1.24 0.3233
H -3.40 0.62 1.59 0.4107
H -2.67 2.86 -0.13 0.4448
H -1.67 1.96 -1.39 0.1833
H -1.15 3.19 -0.21 0.3963
H -1.29 1.62 1.77 0.3736